The following is a DFT calculation (ωB97M-V/def2-TZVPD) of C10H17BBr2NO4P as an isolated structure.

Geometry (Å):
1 C -2.604 -3.187 -2.374
2 C -1.525 -2.414 -2.347
3 C -0.773 -2.123 -1.062
4 C -0.675 -0.602 -0.770
5 O 0.156 -0.509 0.418
6 C 0.555 0.753 0.778
7 O -0.181 1.666 0.948
8 B 2.124 1.021 1.069
9 O 3.088 1.033 0.073
10 C 2.505 1.328 2.568
11 C 3.393 2.613 2.679
12 C -2.096 -0.100 -0.588
13 Br -2.834 0.928 -2.059
14 C -2.867 -0.322 0.447
15 C -2.413 -1.115 1.639
16 Br -4.665 0.327 0.521
17 P 0.163 0.118 -2.347
18 N 0.262 1.852 -2.217
19 O 1.735 -0.418 -2.260
20 H -2.630 -4.163 -1.893
21 H -3.495 -2.898 -2.921
22 H -1.187 -2.029 -3.299
23 H 0.227 -2.566 -1.152
24 H -1.314 -2.651 -0.285
25 H 3.308 1.965 -0.084
26 H 1.623 1.445 3.195
27 H 3.088 0.495 2.971
28 H 4.413 2.370 2.958
29 H 3.015 3.263 3.465
30 H 3.373 3.194 1.757
31 H -3.155 -1.122 2.432
32 H -2.172 -2.151 1.419
33 H -1.530 -0.627 2.045
34 H -0.428 2.241 -1.578
35 H 1.160 2.065 -1.774
36 H 2.354 0.318 -2.371

Values from the calculation:
E, eV: -170374.0695
Gap between HOMO and LUMO, eV: 8.05
HOMO, eV: -7.94
LUMO level, eV: 0.12